1.
Here is a cluster of 2 separate species, C8H10INO2 in total from OMol25. Energies are from wB97M-V/def2-TZVPD.

```
22
Properties=species:S:1:pos:R:3:mulliken_charge:R:1
C -1.22413 -0.99014 -1.09359 0.704
C -3.36106 -2.99889 0.34607 0.675
C -0.15661 -0.07366 -0.97041 0.194
C -1.46001 -0.08537 -0.03332 -0.545
C -0.05467 0.08504 0.54758 1.386
C 0.34174 0.84948 -2.03474 -1.567
C 0.34528 -1.12339 1.48645 -1.453
C 0.61557 1.29316 1.18459 -1.575
N -3.99519 -3.03903 -0.65787 -0.578
O -1.76390 -1.78559 -1.84674 -0.727
O -2.76564 -2.92708 1.33584 -0.445
I -2.99516 1.34195 0.05207 0.145
H 0.45725 1.82268 -1.78544 0.449
H -0.39654 0.75551 -2.95640 0.315
H 1.31934 0.56414 -2.29568 0.403
H 0.39213 -0.78848 2.61775 0.351
H 1.36255 -1.43259 1.06742 0.295
H -0.31335 -1.88951 1.33010 0.415
H 1.58452 1.51604 0.86302 0.339
H 0.62217 1.28476 2.23740 0.436
H -0.04409 2.12312 0.90573 0.399
H -3.68536 -2.60565 -1.54278 0.384
```

Calculated values
E_tot	-813.658844	Ha
multiplicity	1
HOMO	-9.35	eV
structure (SMILES)	CC1(C)[C@]2(I)C(=O)[C@]12C.N=C=O
relative energy (zero: lowest compared OMol25 entry of this formula, charge and spin)	247.4	kJ/mol
LUMO level	0.055	eV
frontier orbital gap	0.3457	Ha
maximum force	4.58	eV/A



2.
Here is a structure of composition C8H10MoN2O from OMol25. Energies are from wB97M-V/def2-TZVPD.

```
22
Properties=species:S:1:pos:R:3:lowdin_spin:R:1
C -1.05457 -1.39093 -0.46478 0.016
C -1.57420 -0.73434 0.69729 0.051
C -0.73601 -1.03089 1.80144 -0.003
C 0.33163 -1.83703 1.35338 0.077
C 0.17013 -2.06375 -0.04417 -0.003
Mo 0.45399 0.17976 -0.72636 1.180
N 1.61315 -0.75468 -1.76230 0.012
C -0.45593 1.87803 -1.49919 0.132
C -1.15971 2.05737 -0.28564 0.337
H -0.94841 -0.78069 2.84137 -0.001
H -2.54335 -0.24308 0.74723 0.001
H 1.06003 -2.34045 1.99012 0.005
H 0.67154 -2.83676 -0.62392 -0.001
H -1.59950 -1.60620 -1.37804 0.007
H -2.23199 1.83095 -0.23870 0.011
H 0.44971 2.48401 -1.71871 0.016
H 1.73369 -0.35410 -2.71077 0.018
H -0.88926 2.85237 0.42346 0.019
H -0.95645 1.41484 -2.38042 0.026
O 3.49458 1.34133 2.04022 0.039
C 2.55907 1.09985 1.31806 0.039
N 1.61186 0.83438 0.62042 0.022
```

Calculated values
E_tot	-563.623047	Ha
multiplicity	3
HOMO (spin up / spin down)	-7.22 / -8.45	eV
relative energy (zero: lowest compared OMol25 entry of this formula, charge and spin)	177.2	kJ/mol
LUMO level (spin up / spin down)	-0.919 / -0.928	eV
frontier orbital gap (spin up / spin down)	0.2314 / 0.2764	Ha
maximum force	3.73	eV/A



3.
Here is an isolated molecule of C8H10N2 from OMol25. Energies are from wB97M-V/def2-TZVPD.

```
20
Properties=species:S:1:pos:R:3:mulliken_charge:R:1
C -2.74165 -0.84500 -0.98554 -0.668
C -1.87627 -0.33284 -2.05366 -0.427
C -1.97587 -0.81904 0.14683 -0.615
C -0.69466 0.03825 -1.45533 -0.321
C 1.61840 -0.96025 0.29657 -0.286
C 0.79741 1.08619 1.15980 -0.768
C 2.35944 1.03962 0.94257 -0.503
C 0.32303 -0.30257 0.88929 0.170
N 2.64755 -0.23993 0.36298 -0.528
N -0.70105 -0.31819 -0.11192 0.146
H -3.67447 -1.16004 -1.14822 0.544
H -2.22782 -0.25566 -3.13675 0.312
H -2.27757 -1.18124 1.03440 0.409
H 0.03252 0.51765 -2.04693 0.376
H 1.68048 -1.95573 -0.14129 0.421
H 0.69972 1.43640 2.12118 0.335
H 0.57294 1.87010 0.39976 0.274
H 2.67885 1.92624 0.35062 0.284
H 2.91300 1.26596 1.75186 0.341
H -0.15398 -0.80992 1.62377 0.503
```

Calculated values
E_tot	-420.267111	Ha
multiplicity	1
HOMO	-8.40	eV
structure (SMILES)	C1=NCC[C@H]1n1cccc1
relative energy (zero: lowest compared OMol25 entry of this formula, charge and spin)	164.2	kJ/mol
LUMO level	0.962	eV
frontier orbital gap	0.3440	Ha
maximum force	5.32	eV/A



4.
Here is a cluster of 2 separate species, C8H10N2 in total from OMol25. Energies are from wB97M-V/def2-TZVPD.

```
20
Properties=species:S:1:pos:R:3:mulliken_charge:R:1
C 1.71265 -1.38395 -0.80837 -0.461
C 2.34561 -0.81301 0.31786 -0.133
C 1.97886 -0.58304 -1.93225 -0.464
C 2.79785 0.41902 -0.02487 -0.571
N 2.70501 0.46860 -1.39186 -0.051
H 1.48779 -2.45041 -0.79403 0.356
H 2.43878 -1.34772 1.26312 0.385
H 1.63595 -0.63177 -2.96576 0.361
H 3.23128 1.17425 0.63078 0.362
H 3.18459 1.20152 -1.92040 0.212
C -2.47755 1.03266 -0.20495 -0.637
C -1.23121 0.60244 0.38770 0.189
C -3.48716 0.52403 0.49681 -0.445
C -1.59077 0.00691 1.55488 -0.602
N -2.95565 -0.05522 1.60806 -0.010
H -2.53582 1.64100 -1.10752 0.349
H -0.23419 0.68851 -0.04429 0.256
H -4.55861 0.51685 0.29671 0.349
H -0.95915 -0.48770 2.29280 0.348
H -3.48827 -0.52297 2.34566 0.208
```

Calculated values
E_tot	-420.303432	Ha
multiplicity	1
HOMO	-8.15	eV
structure (SMILES)	c1cc[nH]c1.c1cc[nH]c1
relative energy (zero: lowest compared OMol25 entry of this formula, charge and spin)	68.9	kJ/mol
LUMO level	1.039	eV
frontier orbital gap	0.3378	Ha
maximum force	3.05	eV/A



5.
Here is a cluster of 2 separate species, C8H10N2O in total from OMol25. Energies are from wB97M-V/def2-TZVPD.

```
21
Properties=species:S:1:pos:R:3:mulliken_charge:R:1
C 1.67960 0.53629 0.02781 0.214
C -1.88798 -1.48428 -0.52520 -0.310
C -2.12872 -0.31753 -1.23203 0.465
C -1.56260 0.70888 -0.51763 -0.195
C -2.80923 -0.02319 -2.49857 -1.431
C 1.80279 -0.97329 1.75771 -1.018
C 1.98269 1.48414 2.16134 -0.813
C 1.84772 0.45626 1.40898 0.731
N 1.60767 0.54082 -1.14063 -0.535
N -1.29022 -1.14736 0.58388 -0.553
O -1.06231 0.16483 0.56559 -0.046
H -2.15710 -2.50914 -0.67432 0.473
H -2.13404 0.19953 -3.28311 0.317
H -3.33111 -0.91839 -2.83584 0.352
H -3.58484 0.61171 -2.32792 0.413
H 1.58269 -1.16700 2.84007 0.325
H 2.74423 -1.40402 1.51786 0.304
H 0.96747 -1.36405 1.21563 0.293
H -1.42870 1.74220 -0.70711 0.467
H 2.08675 1.40242 3.28368 0.265
H 1.83614 2.51207 1.78809 0.281
```

Calculated values
E_tot	-495.470250	Ha
multiplicity	1
HOMO	-9.42	eV
structure (SMILES)	C=C(C)C#N.Cc1cnoc1
relative energy (zero: lowest compared OMol25 entry of this formula, charge and spin)	376.3	kJ/mol
LUMO level	0.828	eV
frontier orbital gap	0.3767	Ha
maximum force	4.77	eV/A



6.
Here is an isolated molecule of C8H10N2O2S from OMol25. Energies are from wB97M-V/def2-TZVPD.

```
23
Properties=species:S:1:pos:R:3:mulliken_charge:R:1
C 1.49595 -1.52703 -1.90345 -0.792
C 0.32706 -1.29773 -1.14089 -0.189
C 2.36142 -0.37373 -2.00407 -0.239
C 0.13987 -0.15675 -0.39712 0.001
C 1.17911 0.83821 -0.41334 0.193
C -1.03770 -0.01686 0.61872 1.781
C -0.71409 -0.69970 2.01727 -1.379
C -2.34796 -0.47808 -0.07247 -1.481
N 2.16244 0.67252 -1.25677 -0.628
N 1.18103 2.05160 0.13734 -0.292
O 0.02899 3.29571 2.16496 -0.456
O -1.19855 1.41926 0.87035 -0.464
S -0.23699 2.82772 0.87494 0.536
H 1.55339 -2.37498 -2.58240 0.375
H -0.39050 -2.12061 -1.03724 0.266
H 3.31074 -0.39169 -2.53034 0.379
H -1.60182 -1.08556 2.54502 0.364
H -0.33879 0.08283 2.63374 0.386
H 0.26889 -1.37816 1.88674 0.286
H -2.48153 -1.65787 -0.05572 0.351
H -2.44279 0.09153 -1.06144 0.334
H -3.34199 -0.16444 0.48596 0.380
H 2.12382 2.44382 0.22020 0.289
```

Calculated values
E_tot	-968.942152	Ha
multiplicity	1
HOMO	-8.50	eV
relative energy (zero: lowest compared OMol25 entry of this formula, charge and spin)	290.2	kJ/mol
LUMO level	0.774	eV
frontier orbital gap	0.3408	Ha
maximum force	4.85	eV/A



7.
Here is an isolated molecule of C8H10N2O5 from OMol25. Energies are from wB97M-V/def2-TZVPD.

```
25
Properties=species:S:1:pos:R:3:mulliken_charge:R:1
C -1.05021 1.93509 -0.11323 -0.411
C -1.51921 1.13131 -1.07444 -0.909
C 0.33531 1.79513 0.26392 -0.398
C -0.64162 0.04700 -1.45502 0.162
C 0.84081 0.66353 0.84251 0.494
C -0.68002 -1.23534 -0.99181 0.713
C 2.34152 0.49662 1.02677 -1.393
C -1.98428 -1.76625 -0.48258 -1.495
N 0.41949 0.47019 -2.32812 1.207
N 0.03943 -0.11446 1.69909 1.276
O 0.30695 1.56908 -2.79133 -0.611
O 1.40259 -0.28531 -2.53495 -0.781
O -1.11752 0.17923 1.82443 -0.622
O 0.57257 -0.91567 2.44504 -0.667
O 0.27296 -2.15469 -1.11845 -0.547
H -1.52159 2.90506 0.06158 0.426
H -2.52891 0.98255 -1.33260 0.631
H 1.13436 2.53750 -0.11918 0.269
H 2.66782 1.10373 1.86514 0.315
H 2.71146 0.96319 -0.01577 0.330
H 2.62876 -0.53029 1.14677 0.380
H -1.88940 -2.60428 0.14759 0.448
H -2.41746 -2.30619 -1.29200 0.374
H -2.53807 -0.98362 0.00403 0.406
H 0.92870 -1.94307 -1.81308 0.405
```

Calculated values
E_tot	-796.258884	Ha
multiplicity	1
HOMO	-9.07	eV
structure (SMILES)	C/C(=C/C=C\C(=C(/C)O)[N+](=O)[O-])[N+](=O)[O-]
relative energy (zero: lowest compared OMol25 entry of this formula, charge and spin)	837.8	kJ/mol
LUMO level	-1.037	eV
frontier orbital gap	0.2951	Ha
maximum force	3.61	eV/A



8.
Here is the ion C8H10N2P with charge +1 from OMol25. Energies are from wB97M-V/def2-TZVPD.

```
21
Properties=species:S:1:pos:R:3:mulliken_charge:R:1
C 1.16368 -0.34318 0.00826 -0.353
C 0.82742 0.93050 -0.19630 -0.203
C -1.04142 -0.25916 -0.30344 0.513
C -2.34630 -0.70287 -0.44105 -0.724
C -2.57648 -2.03727 -0.20110 -0.261
C -1.46471 -2.91408 -0.06806 -0.473
C -0.16717 -2.40221 0.01113 -0.117
C 1.73704 2.51451 -0.36349 -0.685
N 0.02737 -1.08829 -0.06745 0.186
N -0.53281 1.01440 -0.32955 -0.097
P 2.52547 3.14572 1.18677 -0.043
H 2.12930 -0.79453 0.14494 0.482
H -3.14678 -0.01206 -0.67647 0.368
H -3.50797 -2.52545 -0.19189 0.451
H -1.88300 -3.92429 0.04442 0.318
H 0.57768 -3.03767 0.35849 0.402
H 0.93523 3.21126 -0.76753 0.307
H 2.40589 2.42311 -1.11759 0.444
H -1.02659 1.84211 -0.80245 0.376
H 3.63177 2.28239 1.63494 0.070
H 1.73236 2.67706 2.13740 0.040
```

Calculated values
E_tot	-761.398775	Ha
multiplicity	1
HOMO	-12.28	eV
structure (SMILES)	PCc1cn2ccccc2[nH+]1
relative energy (zero: lowest compared OMol25 entry of this formula, charge and spin)	121.6	kJ/mol
total charge	+1
LUMO level	-3.787	eV
frontier orbital gap	0.3120	Ha
maximum force	5.93	eV/A